# 1
{
  "formula": "C31H42N6O4Sn",
  "method": "ωB97M-V/def2-TZVPD",
  "elements": ["Sn", "C", "O", "C", "C", "C", "C", "C", "C", "O", "C", "O", "C", "H", "H", "H", "H", "H", "H", "H", "H", "H", "C", "N", "C", "C", "N", "C", "C", "C", "C", "C", "C", "C", "C", "C", "N", "C", "N", "C", "C", "N", "C", "C", "C", "N", "C", "C", "H", "H", "H", "H", "H", "H", "H", "H", "H", "H", "H", "H", "H", "H", "H", "H", "H", "H", "H", "H", "H", "H", "H", "H", "H", "H", "H", "H", "H", "H", "C", "C", "O", "H", "H", "H"],
  "xyz": [[0.1344, 0.0533, -0.0827], [-1.3030, -5.7328, -3.4756], [-0.0648, -6.0036, -2.8290], [0.4606, -5.0813, -2.0221], [1.6893, -5.4147, -1.4307], [2.2831, -4.5130, -0.5978], [1.7347, -3.2374, -0.3139], [2.5168, -2.3068, 0.4811], [3.5389, -2.7810, 1.4730], [2.3487, -1.0707, 0.4083], [0.4721, -2.9293, -0.8954], [-0.2711, -1.8448, -0.6376], [-0.1356, -3.8594, -1.7403], [-1.5130, -6.6027, -4.0887], [-1.2226, -4.8484, -4.1116], [-2.1032, -5.6008, -2.7444], [2.1381, -6.3727, -1.6493], [3.2368, -4.7792, -0.1688], [3.8843, -3.7984, 1.3389], [3.0648, -2.7226, 2.4575], [4.3844, -2.0960, 1.4796], [-1.1073, -3.6079, -2.1379], [-3.9290, 1.5074, -4.0115], [-3.4529, 1.3279, -2.6436], [-4.3314, 1.9024, -1.6416], [-2.2388, 0.8102, -2.3589], [-1.5432, 1.0936, -1.2664], [-1.6248, 2.3838, -0.6724], [-1.5900, 3.4871, -1.4928], [-1.6262, 4.7966, -0.9871], [-1.6637, 4.9951, 0.3592], [-1.6544, 3.8958, 1.2519], [-1.6739, 4.1590, 2.6432], [-1.6445, 3.1423, 3.5478], [-1.5933, 1.8158, 3.0897], [-1.6145, 1.5095, 1.7515], [-1.4887, 0.1339, 1.3766], [-2.1684, -0.8036, 2.0419], [-1.6006, -2.0022, 2.3031], [-0.1804, -2.1405, 2.5654], [-2.3056, -3.2556, 2.0673], [-3.4224, -0.6138, 2.4857], [-3.9426, -1.2910, 3.6694], [-4.3047, 0.3919, 1.9265], [-1.6303, 2.5559, 0.7613], [-1.7210, -0.0370, -3.2941], [-2.5054, -1.1559, -3.8002], [-0.2869, -0.1893, -3.4543], [-4.2240, 2.5503, -4.1418], [-4.7990, 0.8796, -4.2112], [-3.1438, 1.2728, -4.7231], [-5.3553, 1.5991, -1.8606], [-4.2785, 2.9936, -1.6376], [-4.0588, 1.5409, -0.6582], [-1.5449, 3.3354, -2.5651], [-1.6238, 5.6353, -1.6703], [-1.6958, 5.9944, 0.7730], [-1.7052, 5.1902, 2.9700], [-1.6447, 3.3435, 4.6104], [-1.5339, 1.0071, 3.8088], [0.2728, -1.1625, 2.7197], [0.3227, -2.6664, 1.7522], [-0.0449, -2.7228, 3.4798], [-3.3516, -3.0664, 1.8468], [-2.2390, -3.9083, 2.9390], [-1.8525, -3.7628, 1.2114], [-3.1413, -1.8027, 4.1944], [-4.7194, -2.0111, 3.4076], [-4.3774, -0.5407, 4.3311], [-3.9387, 0.6794, 0.9480], [-4.3582, 1.2776, 2.5637], [-5.3027, -0.0342, 1.8224], [-3.5665, -0.9800, -3.6560], [-2.2339, -2.0720, -3.2681], [-2.3180, -1.2972, -4.8650], [0.2151, 0.7179, -3.1204], [-0.0693, -0.3260, -4.5146], [0.1034, -1.0561, -2.9137], [3.2052, 1.6790, -0.6955], [2.3542, 2.3964, 0.2148], [1.9220, 3.1075, 0.9577], [4.1841, 2.1699, -0.6806], [2.7409, 1.7208, -1.6815], [3.2396, 0.6415, -0.3297]],
  "atomic_forces_ev_per_a": [[0.01, 0.43, -0.19], [-0.03, 0.00, -0.01], [0.03, -0.02, 0.01], [-0.04, 0.00, -0.01], [0.05, 0.05, 0.06], [-0.01, -0.07, -0.03], [0.07, 0.08, 0.01], [-0.06, 0.00, -0.09], [0.03, 0.00, 0.01], [-0.13, -0.22, -0.02], [-0.07, 0.03, 0.00], [0.14, 0.07, 0.14], [-0.06, -0.09, -0.03], [0.00, 0.00, 0.00], [0.00, 0.00, 0.01], [0.01, 0.00, -0.01], [0.00, 0.00, -0.01], [0.01, -0.01, -0.03], [0.00, 0.00, 0.01], [0.01, 0.00, 0.00], [0.00, 0.00, 0.00], [0.01, 0.01, 0.03], [0.03, 0.04, -0.03], [-0.02, -0.05, 0.03], [0.03, 0.00, 0.05], [0.03, 0.02, -0.20], [-0.05, -0.12, 0.09], [-0.02, 0.07, 0.07], [0.02, -0.06, 0.04], [-0.01, 0.03, 0.03], [0.00, -0.01, -0.03], [0.01, 0.05, 0.01], [-0.01, -0.01, 0.03], [0.00, 0.02, -0.02], [-0.06, 0.01, -0.07], [0.00, -0.02, -0.04], [0.10, 0.11, 0.12], [0.08, -0.08, 0.06], [0.07, 0.03, -0.14], [0.02, -0.03, 0.00], [-0.03, -0.01, 0.09], [-0.06, -0.04, -0.03], [0.00, -0.01, 0.00], [0.00, 0.01, -0.05], [-0.03, -0.02, -0.02], [0.04, -0.14, 0.26], [-0.07, 0.03, -0.09], [0.01, 0.02, -0.02], [0.00, -0.01, 0.00], [0.01, 0.00, -0.01], [-0.01, 0.01, 0.00], [0.00, -0.01, 0.01], [-0.01, 0.00, -0.02], [0.00, 0.04, -0.03], [0.00, -0.02, -0.01], [0.01, 0.00, 0.00], [0.00, 0.00, 0.00], [0.00, 0.00, 0.00], [0.00, 0.01, 0.00], [0.01, -0.01, 0.00], [0.01, 0.00, -0.01], [-0.03, 0.02, 0.02], [0.00, 0.00, -0.01], [0.01, -0.01, -0.03], [-0.02, 0.01, 0.00], [0.01, -0.01, 0.02], [-0.01, 0.00, 0.00], [0.00, 0.01, 0.01], [0.00, -0.01, 0.01], [-0.02, -0.01, 0.04], [0.00, 0.00, -0.01], [0.00, 0.00, 0.00], [0.01, -0.01, 0.02], [0.03, 0.02, -0.03], [0.00, 0.00, 0.00], [0.01, -0.01, 0.00], [0.01, 0.00, 0.00], [-0.01, 0.00, 0.00], [0.00, -0.06, 0.10], [0.05, -0.31, -0.12], [-0.21, 0.23, 0.20], [-0.01, -0.01, -0.02], [0.06, -0.04, -0.03], [0.05, 0.04, -0.09]],
  "spin_multiplicity": 1,
  "homo_energy_ev": -12.60,
  "total_charge": 2
}


# 2
{
  "formula": "C31H42N8O8Pt",
  "method": "ωB97M-V/def2-TZVPD",
  "elements": ["Pt", "N", "C", "C", "C", "C", "N", "C", "N", "N", "C", "O", "O", "H", "H", "H", "H", "H", "H", "H", "H", "H", "H", "H", "H", "H", "H", "O", "N", "O", "O", "C", "C", "N", "C", "C", "C", "O", "C", "C", "C", "C", "N", "C", "H", "H", "H", "H", "H", "H", "H", "H", "H", "H", "H", "H", "H", "H", "C", "C", "C", "C", "C", "C", "N", "C", "C", "C", "C", "C", "C", "C", "O", "O", "C", "C", "H", "H", "H", "H", "H", "H", "H", "H", "H", "H", "H", "H", "H", "H"],
  "xyz": [[0.6802, -1.1108, -0.7375], [2.0229, 0.6739, -0.2293], [2.0380, 1.4849, -1.4500], [2.8340, 2.7785, -1.3260], [2.4138, 3.6701, -0.1513], [0.9506, 4.0896, -0.2146], [0.5424, 4.8980, 0.9414], [-0.2557, 4.5285, 1.9448], [-0.8225, 3.3466, 2.0230], [-0.4718, 5.4149, 2.9448], [2.5094, 0.5998, -2.6402], [3.1873, 1.1301, -3.5136], [2.1106, -0.6087, -2.5860], [1.5772, 1.1384, 0.5511], [2.9595, 0.3764, 0.0231], [0.9918, 1.7125, -1.6680], [2.7365, 3.3188, -2.2690], [3.8976, 2.5445, -1.2377], [3.0441, 4.5652, -0.1492], [2.5916, 3.1693, 0.8058], [0.2992, 3.2227, -0.2745], [0.7628, 4.6860, -1.1098], [0.9910, 5.7941, 1.0384], [-0.7605, 2.5823, 1.3080], [-1.4792, 3.1699, 2.7750], [-0.1754, 6.3687, 2.8452], [-1.2132, 5.2353, 3.6007], [-2.4445, -3.3426, 0.6618], [-1.5033, -2.6487, 0.3373], [-1.1338, -1.6580, 1.0258], [-0.8287, -2.9026, -0.7119], [1.7958, -3.5108, -4.4889], [2.0449, -4.7287, -3.6129], [3.4620, -4.9824, -3.3425], [4.2878, -5.4393, -4.4601], [5.2446, -4.3659, -4.9572], [4.0523, -4.9358, -2.1280], [5.1951, -5.3205, -1.9209], [3.2645, -4.3385, -0.9965], [3.1129, -5.0118, 0.2043], [2.3941, -4.4145, 1.2262], [1.8365, -3.1684, 1.0145], [2.0105, -2.5091, -0.1372], [2.7177, -3.0758, -1.1231], [0.7225, -3.3910, -4.6426], [2.2631, -3.6271, -5.4682], [2.1658, -2.5904, -4.0344], [1.6466, -5.6249, -4.0987], [1.5118, -4.6327, -2.6697], [3.6063, -5.7487, -5.2536], [4.8488, -6.3158, -4.1343], [4.7056, -3.4708, -5.2678], [5.8165, -4.7373, -5.8089], [5.9447, -4.0936, -4.1688], [3.5510, -5.9939, 0.3276], [2.2367, -4.9159, 2.1700], [1.2166, -2.6769, 1.7523], [2.8151, -2.4801, -2.0230], [-3.3753, 0.9647, 6.4284], [-3.5476, 1.6807, 5.1170], [-3.8883, 3.0297, 5.1095], [-4.0671, 3.6969, 3.9070], [-3.8823, 3.0292, 2.7081], [-3.5385, 1.6696, 2.6993], [-3.2482, 1.0212, 1.5027], [-3.6581, 1.4066, 0.2257], [-4.9521, 1.8672, -0.0202], [-5.3578, 2.1656, -1.3094], [-4.5005, 1.9823, -2.3867], [-3.2209, 1.5088, -2.1536], [-2.7820, 1.2550, -0.8599], [-1.3572, 0.8526, -0.6266], [-0.8751, -0.0073, -1.4232], [-0.6994, 1.4210, 0.2707], [-3.3838, 0.9811, 3.9146], [-3.0403, -0.4841, 3.9461], [-3.4654, 1.6582, 7.2631], [-2.4021, 0.4746, 6.4930], [-4.1292, 0.1848, 6.5548], [-4.0270, 3.5501, 6.0492], [-4.3531, 4.7422, 3.9010], [-3.9963, 3.5527, 1.7683], [-2.5461, 0.2959, 1.5373], [-5.6498, 1.9535, 0.8021], [-6.3685, 2.5161, -1.4762], [-4.8299, 2.1949, -3.3944], [-2.5342, 1.3392, -2.9732], [-3.1164, -0.9661, 2.9747], [-3.7075, -1.0157, 4.6264], [-2.0220, -0.6479, 4.3092]],
  "atomic_forces_ev_per_a": [[0.09, -0.72, 0.26], [-0.20, -0.46, -0.22], [0.00, 0.15, -0.07], [-0.01, 0.04, 0.04], [0.05, 0.02, -0.02], [-0.08, 0.03, -0.03], [0.05, -0.01, 0.03], [-0.07, -0.12, 0.02], [0.06, -0.08, 0.14], [0.06, 0.08, 0.02], [-0.06, -0.37, -0.06], [0.05, 0.14, -0.02], [0.41, 0.44, -0.31], [-0.08, -0.04, -0.02], [0.00, 0.01, 0.03], [0.00, 0.03, 0.01], [-0.01, 0.00, 0.01], [0.00, -0.02, 0.02], [0.00, 0.00, 0.04], [0.01, -0.04, -0.01], [-0.02, 0.02, 0.04], [0.02, -0.02, -0.01], [-0.01, 0.00, -0.01], [-0.12, 0.18, -0.12], [0.04, 0.12, -0.10], [-0.04, 0.01, -0.02], [-0.01, -0.04, 0.01], [-0.05, -0.12, -0.13], [0.06, 0.35, 0.49], [-0.57, -0.17, 0.26], [0.51, 0.58, -0.07], [-0.01, 0.03, 0.00], [0.00, -0.06, -0.03], [0.01, 0.03, -0.01], [-0.01, -0.01, 0.00], [0.01, 0.01, -0.01], [0.02, 0.06, -0.01], [-0.02, -0.07, 0.02], [0.00, 0.05, 0.01], [0.08, -0.06, 0.04], [0.00, 0.05, 0.00], [0.07, 0.08, 0.10], [-0.40, -0.09, -0.36], [0.14, 0.05, 0.06], [0.00, -0.01, -0.01], [0.01, 0.00, 0.00], [-0.01, -0.01, -0.03], [-0.01, 0.00, 0.00], [0.01, 0.00, -0.01], [0.00, 0.01, 0.00], [0.00, 0.00, -0.01], [-0.01, 0.00, 0.00], [0.00, 0.00, 0.00], [0.00, 0.00, 0.00], [0.01, 0.00, -0.01], [0.00, 0.01, 0.00], [-0.04, 0.00, -0.03], [-0.03, 0.02, 0.01], [0.01, 0.00, 0.02], [-0.01, -0.05, -0.01], [0.02, 0.02, 0.02], [0.01, -0.02, -0.03], [-0.11, -0.05, 0.02], [0.16, 0.13, -0.09], [-0.10, -0.15, 0.10], [0.08, 0.12, -0.19], [0.02, -0.06, 0.02], [-0.03, 0.02, -0.02], [0.02, 0.00, 0.05], [0.05, -0.02, -0.04], [-0.03, -0.04, 0.17], [-0.03, 0.33, -0.25], [-0.03, -0.02, 0.16], [0.08, -0.30, 0.09], [0.02, 0.04, 0.05], [0.02, -0.03, 0.01], [0.00, 0.00, 0.00], [0.00, 0.00, 0.00], [0.00, 0.00, 0.00], [0.00, 0.00, 0.00], [-0.01, 0.00, -0.01], [0.01, 0.00, -0.01], [-0.01, -0.04, 0.00], [0.00, 0.01, 0.02], [0.00, 0.00, 0.00], [0.00, 0.00, 0.00], [0.00, 0.00, 0.00], [-0.02, 0.00, 0.00], [0.01, 0.00, 0.01], [0.00, 0.00, -0.02]],
  "spin_multiplicity": 1,
  "homo_energy_ev": [-6.82, -6.83]
}


Going through the records in order, we get ΔE to the lowest compared entry with this formula, charge and spin values of 26.75; 42.68 kcal per mole.